This record from the OMol25 dataset describes a 7-piece molecular cluster, C6H23O8 overall at a distorted geometry. The level of theory is ωB97M-V with the def2-TZVPD basis set.

LUMO energy   3.05 eV
Energy above the lowest of the compared OMol25 structures with the same formula, charge and spin   1.6157 eV
Total charge   -1
Gap between HOMO and LUMO   8.74 eV
Calculated total energy   -844.41143 Ha

```
37
Properties=species:S:1:pos:R:3:forces:R:3
O 1.2964 -0.3774 1.9684 0.34 -0.38 0.06
C 1.8670 -0.4987 0.8237 -1.03 0.76 0.54
O 3.0744 -0.4825 0.5905 0.14 -0.15 -0.12
C 0.8907 -0.6260 -0.3558 0.36 -0.91 -0.69
C -0.0680 0.4660 -0.7743 -1.72 -0.21 -0.73
C 0.5967 1.8148 -0.9475 1.36 0.58 -0.24
C -0.7844 0.0190 -2.1162 1.66 1.21 1.28
C -1.8132 1.0364 -2.5911 -0.44 -0.68 1.73
H 0.2412 -1.4976 -0.2239 0.31 -0.18 0.24
H 1.5604 -0.8345 -1.1951 -0.36 0.04 -0.10
H -0.9631 0.4709 -0.1495 0.46 0.49 0.95
H 0.7526 2.1027 -1.9877 -0.37 -0.22 -0.36
H 0.2059 2.7120 -0.4694 -0.30 -0.30 0.25
H 1.6339 1.7576 -0.6002 -0.11 -0.04 0.36
H -1.2148 -0.9690 -1.9659 -0.04 -0.12 -0.17
H 0.0779 -0.0211 -2.7752 -0.21 -0.39 -0.79
H -2.0701 0.6897 -3.5751 -0.48 0.91 -0.69
H -1.5564 2.0708 -2.3651 0.73 0.09 -1.24
H -2.6854 1.0537 -1.9188 -0.20 -0.81 -0.34
H -2.3864 1.1377 2.8090 0.25 0.06 -0.29
H -2.7487 0.4739 1.4770 0.15 0.15 -0.05
O -3.1267 0.9729 2.2095 -0.18 -0.04 0.12
H -2.7381 2.6434 0.7767 0.13 -0.13 0.09
H -1.5254 2.8701 -0.1271 0.58 -0.25 0.21
O -2.4634 3.0158 -0.0695 -0.85 0.34 -0.09
H 0.1746 2.6193 2.4967 0.59 -0.23 0.18
H 0.6384 1.0420 2.1532 -0.14 0.35 0.14
O -0.0475 1.7792 2.0979 -0.94 0.00 -0.13
H -0.1478 -3.6928 -0.7910 -0.01 0.05 0.07
H 0.6855 -3.7521 0.4748 0.04 0.26 0.38
O 0.5755 -4.1712 -0.3762 -0.02 -0.34 -0.45
H -1.8642 -1.1309 2.4089 0.07 0.61 0.13
H -0.3572 -1.5971 2.3805 -0.14 0.73 -0.11
O -1.2869 -1.8838 2.3856 0.26 -1.21 -0.07
H 3.2257 -0.8105 -2.6953 0.00 0.22 -0.23
H 2.2683 -1.9207 -2.6769 -0.30 -0.29 -0.14
O 2.5931 -1.2480 -3.2826 0.42 0.00 0.28
```
Positions in Å, forces in eV/Å.



This record from the OMol25 dataset describes C6H24Br2N12O6Y as an isolated structure at a distorted geometry. The level of theory is ωB97M-V with the def2-TZVPD basis set.

LUMO energy   -2.51 eV
Energy above the lowest of the compared OMol25 structures with the same formula, charge and spin   1.2378 eV
Total charge   +1
Gap between HOMO and LUMO   7.48 eV
Calculated total energy   -6538.23572 Ha

```
51
Properties=species:S:1:pos:R:3:forces:R:3
Y 0.3864 0.5908 -0.5518 0.91 1.07 0.15
Br 2.0799 0.2953 -2.8029 -0.24 -0.21 0.15
Br 0.6218 3.3414 0.0430 -0.01 0.11 -0.17
C -1.8063 -1.8761 -1.8115 0.81 0.74 -1.31
O -0.9718 -1.1755 -1.2452 -0.45 -0.61 0.23
N -2.2797 -1.5933 -3.0531 -0.11 0.18 0.37
N -2.2600 -3.0587 -1.3508 -0.91 -1.12 1.37
H -1.8437 -0.8406 -3.5611 0.07 -0.10 -0.03
H -2.6901 -2.3677 -3.5439 0.02 0.24 -0.41
H -2.1426 -3.2761 -0.3727 0.47 0.28 -0.05
H -3.1936 -3.3326 -1.6194 0.10 0.01 -0.39
C 3.5986 0.9639 1.1080 -0.67 0.36 0.34
O 2.6273 0.7383 0.3941 0.51 -0.09 -0.17
N 3.9653 2.2188 1.4601 -0.38 0.68 -0.45
N 4.3563 0.0102 1.6936 0.61 -0.13 0.48
H 4.6689 2.4450 2.1371 0.08 -0.15 -0.07
H 3.4162 2.9751 1.0759 -0.09 -0.08 -0.03
H 5.1030 0.3559 2.2686 0.16 -0.44 0.02
H 4.2253 -0.9810 1.6193 -0.22 0.12 -0.35
C -1.8885 2.0448 -3.0156 0.78 0.94 2.04
O -1.0173 1.5748 -2.2731 -0.29 -0.73 -0.66
N -3.2069 1.8880 -2.7681 0.54 -0.53 -0.30
N -1.5842 2.9283 -3.9604 0.70 0.82 -1.22
H -3.8306 2.4314 -3.3335 -0.70 -0.38 0.45
H -3.3923 1.3051 -1.9726 -0.77 -0.01 -0.25
H -2.2899 3.4932 -4.3985 -0.04 -0.06 -0.02
H -0.6758 3.3616 -3.8797 0.08 -0.26 -0.11
C 0.7866 0.4350 3.0277 -0.65 0.35 -1.59
O 0.3671 0.7443 1.9085 -0.21 -0.26 0.66
N 0.7039 -0.8355 3.4778 0.37 -0.55 0.74
N 1.3438 1.2982 3.8974 0.31 -0.07 0.43
H 0.1147 -1.4944 3.0052 0.17 0.06 -0.18
H 0.8942 -0.9769 4.4554 -0.24 -0.34 -0.04
H 1.2975 2.2951 3.7807 0.17 -0.08 -0.39
H 1.9497 0.8894 4.5865 -0.04 0.46 0.26
C 2.1544 -2.3357 0.0625 0.45 -1.71 -3.10
O 1.3078 -1.4548 0.1405 -0.15 -0.18 0.98
N 3.2835 -2.2868 -0.7116 -0.23 1.35 0.75
N 1.9108 -3.6222 0.4527 -0.51 1.26 1.27
H 3.3430 -1.5389 -1.3961 0.00 0.20 0.07
H 3.8076 -3.1232 -0.8728 0.10 -0.04 -0.10
H 2.5021 -4.3344 0.0803 -0.38 -0.56 0.20
H 0.9794 -3.7324 0.8164 0.25 -0.77 -0.01
C -2.9146 0.7171 0.6933 1.25 1.20 -0.50
O -1.7650 0.8575 0.2562 -0.93 -0.49 0.36
N -3.8081 1.7061 0.5018 -0.66 -0.14 -0.23
N -3.3050 -0.3750 1.3546 0.20 -0.71 0.39
H -3.5480 2.3970 -0.1813 0.05 0.40 0.44
H -4.5770 1.8498 1.1325 -0.08 0.09 -0.21
H -4.2567 -0.5668 1.6092 0.07 0.03 0.09
H -2.5473 -0.9729 1.6369 -0.27 -0.16 0.10
```
Positions in Å, forces in eV/Å.



This record from the OMol25 dataset describes a 7-piece molecular cluster, C6H24BrN10O6 overall at a distorted geometry. The level of theory is ωB97M-V with the def2-TZVPD basis set.

LUMO energy   2.41 eV
Energy above the lowest of the compared OMol25 structures with the same formula, charge and spin   2.6448 eV
Total charge   -1
Gap between HOMO and LUMO   9.08 eV
Calculated total energy   -3816.28037 Ha

```
47
Properties=species:S:1:pos:R:3:forces:R:3
Br -0.0991 -0.3224 -0.1329 0.36 0.41 -0.19
C -3.2730 1.0984 1.3922 -0.22 0.49 -0.52
O -2.2799 0.7928 2.2951 0.75 -0.45 1.12
H -3.9791 1.7592 1.8952 -0.26 -0.13 -0.22
H -2.7898 1.6230 0.5680 -0.45 0.26 -0.53
H -3.7248 0.1814 1.0140 -0.53 0.11 -0.16
H -1.7297 0.1811 1.8004 0.72 -0.25 0.28
C 2.1924 3.1718 -0.6119 0.62 2.38 1.28
O 3.1460 3.9148 -0.8195 0.67 -0.21 -0.30
N 1.7210 2.9472 0.6174 0.85 0.06 1.34
N 1.3642 2.7425 -1.5125 -1.26 -1.23 -3.18
H 1.0139 2.2396 0.7569 0.19 0.20 0.81
H 2.2595 3.5122 1.2585 -0.60 -0.80 0.79
H 1.5711 3.0093 -2.4643 -0.45 -0.48 0.11
H 0.5785 2.1933 -1.1944 -0.09 -0.07 -0.76
C -3.7547 -0.1380 -2.4968 0.62 -5.92 2.01
O -3.9267 -1.3311 -2.2161 0.09 -0.06 -0.44
N -2.6502 0.4833 -2.5231 6.45 2.64 -0.16
N -4.6934 0.6707 -2.7128 -6.13 3.21 -1.27
H -1.7562 0.0974 -2.2547 -0.28 -0.25 0.17
H -2.7064 1.4917 -2.5345 0.65 -0.35 -0.01
H -5.6009 0.2329 -2.6430 -0.20 0.95 -0.10
H -4.4516 1.6485 -2.7880 -1.25 -0.27 -0.11
C 2.9196 -0.5771 3.6952 -2.04 1.46 0.27
O 2.0232 -0.6537 4.4832 -1.65 -1.32 2.41
N 4.1819 -0.4479 4.0423 3.14 -0.17 0.68
N 2.6524 -0.3562 2.4291 0.62 0.28 -3.80
H 4.4214 -0.7193 4.9853 0.15 0.21 -0.38
H 4.8746 -0.3015 3.3220 0.13 -0.29 0.58
H 3.3972 -0.0036 1.8450 -0.39 -0.19 -0.23
H 1.7276 -0.3598 2.0234 -0.02 0.06 0.40
C -0.7862 -3.3693 2.5608 0.43 -2.46 1.52
O -1.2626 -4.1257 3.3932 -0.25 -0.32 1.09
N 0.5214 -3.2743 2.3306 1.91 -0.02 -0.04
N -1.4954 -2.6927 1.7284 -3.30 2.44 -2.88
H 0.8072 -2.6003 1.6348 0.59 -0.13 0.43
H 1.1197 -3.6768 3.0377 0.10 0.41 -0.40
H -1.1061 -2.2322 0.9182 0.00 0.09 0.17
H -2.5025 -2.7674 1.7428 0.33 -0.16 0.18
C 1.6132 -0.5319 -4.1445 -2.08 -3.54 -0.61
O 1.9095 -0.6817 -5.2994 0.61 -0.08 -2.30
N 2.1984 0.2822 -3.3451 2.76 3.62 1.34
N 0.7039 -1.2704 -3.4839 -1.64 -0.67 0.93
H 2.8836 0.7861 -3.8897 0.15 0.65 0.98
H 1.9298 0.4590 -2.3877 0.34 0.14 -0.22
H 0.3117 -2.1579 -3.7640 0.20 0.55 -0.27
H 0.5254 -0.9268 -2.5511 -0.37 -0.80 0.20
```
Positions in Å, forces in eV/Å.



This record from the OMol25 dataset describes a 7-piece molecular cluster, C6H24ClN12O10 overall at a distorted geometry. The level of theory is ωB97M-V with the def2-TZVPD basis set.

LUMO energy   2.25 eV
Energy above the lowest of the compared OMol25 structures with the same formula, charge and spin   0.5388 eV
Total charge   -1
Gap between HOMO and LUMO   9.53 eV
Calculated total energy   -2112.80288 Ha

```
53
Properties=species:S:1:pos:R:3:forces:R:3
Cl 0.2326 0.6596 -0.4858 -0.23 -1.38 -0.40
O -0.3631 -0.2986 -1.4152 0.33 0.05 -0.46
O 1.6321 0.8402 -0.7643 -0.33 0.38 -0.26
O -0.5262 1.8673 -0.5858 0.45 0.18 0.62
O 0.1356 0.0117 0.8178 -0.21 0.88 0.40
C 5.5154 -0.2851 -0.8984 -0.11 1.05 0.02
O 6.6447 -0.5798 -0.5525 0.18 -0.29 -0.15
N 4.3994 -0.9690 -0.5362 0.33 -0.59 0.16
N 5.2438 0.8168 -1.6918 -0.42 -0.75 0.09
H 4.5806 -1.8297 -0.0524 -0.21 0.03 0.11
H 3.4613 -0.6083 -0.5653 0.02 0.04 -0.09
H 4.2679 1.0115 -1.8332 0.13 0.47 -0.16
H 5.9481 1.5120 -1.8346 0.01 0.05 0.10
C -1.7437 -0.9230 3.7437 -0.37 0.55 0.34
O -2.4213 -1.2684 4.7037 0.17 -0.25 -0.26
N -1.1147 -1.7564 2.8732 -0.23 0.03 0.59
N -1.5507 0.4013 3.4391 -0.11 -0.12 -0.31
H -0.6936 -1.3583 2.0531 0.18 -0.43 -0.18
H -1.2393 -2.7368 3.0381 0.12 -0.04 -0.29
H -2.0340 1.1108 3.9525 0.07 -0.10 0.21
H -0.9413 0.6455 2.6813 0.04 0.20 0.01
C 2.2729 -2.7933 -2.1585 0.16 -0.07 -0.09
O 2.9435 -3.7937 -2.3643 0.09 0.24 0.05
N 2.3017 -1.6821 -2.9595 -0.01 -0.01 -0.39
N 1.4427 -2.6479 -1.0839 0.27 0.05 -0.24
H 1.6523 -0.9219 -2.8563 0.08 0.02 0.19
H 3.0169 -1.6133 -3.6580 -0.03 -0.15 -0.04
H 1.3380 -3.4652 -0.5129 -0.33 0.03 0.00
H 0.7407 -1.9282 -1.1681 -0.27 -0.20 0.52
C -3.2012 0.4707 -4.1141 -0.78 0.79 -0.85
O -4.1305 0.9769 -4.7432 0.35 -0.18 0.14
N -2.7069 1.0227 -2.9781 0.41 -0.48 0.14
N -2.5574 -0.6544 -4.5572 0.22 0.12 0.87
H -3.0820 1.8834 -2.6329 -0.21 -0.07 -0.05
H -1.9637 0.5712 -2.4698 0.00 0.19 0.14
H -2.6824 -0.9637 -5.4991 -0.14 -0.04 0.02
H -1.8452 -1.0366 -3.9612 0.13 -0.26 -0.34
C 2.0552 2.6107 3.3882 0.75 -0.55 0.88
O 3.0707 1.9490 3.2899 -0.22 -0.02 -0.16
N 0.8805 2.3093 2.7455 0.51 0.24 0.01
N 1.9546 3.6769 4.2633 -1.21 -0.12 -1.13
H 0.1076 2.9461 2.7880 -0.09 -0.11 -0.21
H 0.9203 1.6006 2.0286 -0.01 0.13 -0.05
H 1.1763 4.2650 4.0260 0.22 0.54 0.82
H 2.6173 3.8892 4.9785 0.24 0.01 -0.19
C -4.4551 -0.5949 0.0424 0.70 -1.09 0.63
O -4.4678 -1.3555 -0.9089 -0.20 0.28 -0.19
N -3.2951 -0.2552 0.6881 -1.19 0.25 -0.50
N -5.6082 -0.1493 0.6398 -0.65 0.28 -0.26
H -3.3702 0.3547 1.4787 0.76 -0.06 0.13
H -2.4502 -0.6401 0.3080 0.23 0.29 0.20
H -5.6640 0.3318 1.5176 0.36 -0.06 0.06
H -6.4448 -0.6263 0.3561 0.04 0.05 -0.16
```
Positions in Å, forces in eV/Å.



This record from the OMol25 dataset describes C6H24FN12O6Y as an isolated structure at a distorted geometry. The level of theory is ωB97M-V with the def2-TZVPD basis set.

LUMO energy   -8.30 eV
Energy above the lowest of the compared OMol25 structures with the same formula, charge and spin   5.8238 eV
Total charge   +2
Gap between HOMO and LUMO   5.60 eV
Calculated total energy   -1489.45389 Ha

```
50
Properties=species:S:1:pos:R:3:forces:R:3
Y -0.3614 2.4214 1.1485 -0.04 -5.34 -3.16
F -0.1192 0.5444 -0.2391 -0.25 2.08 1.55
C 3.1035 -0.2238 -2.9001 -0.98 0.14 2.33
O 3.7076 -0.4067 -1.8637 -0.09 0.51 1.19
N 3.5643 -0.6441 -4.0312 1.12 -1.08 -4.09
N 1.8535 0.3653 -2.9703 0.40 0.19 0.09
H 2.9891 -0.6767 -4.8608 0.26 0.01 0.14
H 4.4619 -1.1026 -4.0958 -0.22 0.14 0.30
H 1.4517 0.5050 -3.8863 -0.29 0.16 0.60
H 1.4114 0.5519 -2.0815 -0.10 0.08 -0.43
C -0.2387 3.4659 -2.2524 -0.13 -2.93 2.52
O -0.0203 3.1415 -1.0295 -0.43 0.19 1.88
N -0.9977 2.7461 -3.0132 -1.58 -0.82 -0.75
N 0.4170 4.4112 -2.7885 1.62 3.80 -0.66
H -1.1929 3.1170 -3.9322 -0.17 -0.76 -0.09
H -1.3177 1.8456 -2.6864 -0.41 -0.02 -0.27
H -0.0551 4.9201 -3.5221 0.67 0.23 -0.27
H 0.9771 4.9134 -2.1147 0.08 0.51 -0.49
C -2.6294 0.1010 2.4299 -0.42 -1.56 2.63
O -2.1837 0.9716 1.7357 2.00 5.22 -3.74
N -2.1055 -0.1560 3.5871 0.97 -1.22 2.15
N -3.6933 -0.6061 2.1776 -2.70 -0.54 -2.61
H -1.4702 0.4851 4.0405 -0.02 -0.73 0.08
H -2.5563 -0.9717 3.9763 0.84 0.44 1.35
H -4.2998 -0.1917 1.4845 -0.02 -0.53 -0.25
H -4.0486 -1.4307 2.6400 0.30 0.34 0.25
C 1.3519 0.6655 3.5339 -1.83 0.24 2.99
O 0.7004 0.8944 2.5003 -0.43 1.95 -2.56
N 1.3060 1.4415 4.6080 -0.27 2.39 -0.33
N 1.7938 -0.4550 3.9413 1.36 -5.24 -1.76
H 0.9836 2.3831 4.4360 0.73 0.14 1.24
H 1.9016 1.0176 5.3049 -0.23 1.89 0.87
H 1.6224 -1.2745 3.3765 0.32 -0.86 -0.73
H 2.0026 -0.7390 4.8878 0.13 0.55 -0.08
C 0.8529 -2.8662 1.4023 -1.13 -1.37 1.84
O 1.3569 -3.0666 2.4848 1.87 0.33 2.00
N -0.3158 -3.3228 1.1146 -4.60 -2.16 0.38
N 1.2872 -2.2191 0.3883 3.89 3.53 -2.64
H -0.7329 -3.0832 0.2265 -0.31 -0.72 0.18
H -0.6947 -3.9849 1.7766 -0.40 0.12 -0.45
H 2.1783 -1.8033 0.6189 0.11 0.56 -0.86
H 0.5925 -1.6561 -0.0812 0.59 0.13 -0.34
C -1.7977 -1.5872 -2.2717 -0.98 -1.52 1.87
O -2.2246 -2.4196 -2.9717 -2.06 -3.11 -3.26
N -1.0271 -0.6371 -2.6385 2.86 4.37 -1.98
N -2.0229 -1.6169 -0.9540 -0.34 0.02 2.60
H -0.5564 -0.1149 -1.9134 0.36 0.08 -0.43
H -0.7407 -0.6599 -3.6068 0.32 0.03 0.37
H -2.8591 -2.1221 -0.6981 0.28 0.21 0.34
H -1.6053 -0.8700 -0.4175 -0.65 -0.07 0.50
```
Positions in Å, forces in eV/Å.



no.,HOMO level (eV)
1,-5.7
2,-10.0
3,-6.7
4,-7.3
5,-13.9